(1)
2 unconnected molecules or ions with the total composition C2H8S2. Source: OMol25; level of theory: ωB97M-V/def2-TZVPD.

The calculation puts the total energy at -23873.9721 eV. As for the LUMO energy: 0.89 eV. Its HOMO-LUMO gap is 9.62 eV. Its energy above the lowest of the compared OMol25 structures with the same formula, charge and spin is 16.9 kJ/mol. For the HOMO energy, the calculation gives -8.728 eV. The calculation puts the strongest force on any atom at 0.4 eV Å⁻¹.

Cartesian coordinates (Å):
C 0.84 -0.46 -1.40
S 0.49 0.75 -0.12
C 1.08 -0.17 1.31
H 1.90 -0.50 -1.61
H 0.49 -1.45 -1.10
H 0.27 -0.16 -2.28
H 1.09 0.49 2.18
H 2.11 -0.50 1.14
H 0.45 -1.03 1.52
S -3.49 0.78 0.09
H -2.92 1.88 0.59
H -2.30 0.35 -0.33

Atom charges from the Mulliken analysis, given in e for atoms 1 to 5: number 1, C, carries -0.84; number 2, S, carries -0.09; number 3, C, carries -0.80; number 4, H, carries 0.33; number 5, H, carries 0.27

---

(2)
2 unconnected molecules or ions with the total composition C2H8S2. Source: OMol25; level of theory: ωB97M-V/def2-TZVPD.

The calculation puts the total energy at -23874.0710 eV. As for the LUMO energy: 0.68 eV. Its HOMO-LUMO gap is 9.65 eV. Its energy above the lowest of the compared OMol25 structures with the same formula, charge and spin is 7.3 kJ/mol. For the HOMO energy, the calculation gives -8.967 eV. The calculation puts the strongest force on any atom at 0.8 eV Å⁻¹.

Cartesian coordinates (Å):
C 1.58 -2.35 0.07
S 2.01 -2.40 1.84
S 0.57 -3.51 2.72
H 0.84 -1.59 -0.17
H 1.20 -3.32 -0.23
H 2.53 -2.09 -0.41
H -0.42 -2.60 2.75
C -1.67 3.59 -1.34
H -0.86 4.24 -1.66
H -2.58 4.11 -1.08
H -1.30 3.09 -0.43
H -1.91 2.82 -2.07

Atom charges from the Mulliken analysis, given in e for atoms 1 to 5: number 1, C, carries -0.72; number 2, S, carries -0.04; number 3, S, carries -0.21; number 4, H, carries 0.28; number 5, H, carries 0.29

---

(3)
2 unconnected molecules or ions with the total composition C2H8S2. Source: OMol25; level of theory: ωB97M-V/def2-TZVPD.

The calculation puts the total energy at -23873.8063 eV. As for the LUMO energy: 0.77 eV. Its HOMO-LUMO gap is 9.86 eV. Its energy above the lowest of the compared OMol25 structures with the same formula, charge and spin is 32.9 kJ/mol. For the HOMO energy, the calculation gives -9.089 eV. The calculation puts the strongest force on any atom at 1.0 eV Å⁻¹.

Cartesian coordinates (Å):
C 0.93 -1.35 1.36
S 1.87 -0.94 -0.16
H -0.11 -1.17 1.11
H 1.24 -0.73 2.20
H 1.04 -2.40 1.59
H 0.88 -1.03 -1.03
C -0.96 1.65 0.58
S -1.82 0.77 -0.79
H -1.17 1.11 1.49
H -1.41 2.64 0.65
H 0.11 1.74 0.43
H -0.87 0.94 -1.71

Atom charges from the Mulliken analysis, given in e for atoms 1 to 5: number 1, C, carries -0.62; number 2, S, carries -0.20; number 3, H, carries 0.15; number 4, H, carries 0.26; number 5, H, carries 0.32

---

(4)
C2H8S2Si in the gas phase in a non-equilibrium geometry. Source: OMol25; level of theory: ωB97M-V/def2-TZVPD.

The calculation puts the total energy at -31751.1732 eV. As for the LUMO energy: 0.80 eV. Its HOMO-LUMO gap is 9.64 eV. Its energy above the lowest of the compared OMol25 structures with the same formula, charge and spin is 209.6 kJ/mol. For the HOMO energy, the calculation gives -8.838 eV. The calculation puts the strongest force on any atom at 1.2 eV Å⁻¹.

Cartesian coordinates (Å):
C -0.29 -2.40 -0.22
S -1.18 -0.84 0.06
C 0.19 0.33 -0.07
Si -0.53 2.11 -0.11
S 1.33 0.13 1.38
H -1.01 -3.20 -0.11
H 0.50 -2.49 0.52
H 0.12 -2.40 -1.23
H 0.75 0.07 -0.96
H -1.39 2.20 -1.28
H 0.64 2.99 -0.23
H -1.23 2.33 1.15
H 2.09 1.18 1.10

Atom charges from the Mulliken analysis, given in e for atoms 1 to 5: number 1, C, carries -0.82; number 2, S, carries -0.08; number 3, C, carries -0.38; number 4, Si, carries 0.52; number 5, S, carries -0.21

---

(5)
2 unconnected molecules or ions with the total composition C2H8S3 in a non-equilibrium geometry. Source: OMol25; level of theory: ωB97M-V/def2-TZVPD.

The calculation puts the total energy at -34708.4730 eV. As for the LUMO energy: 0.49 eV. Its HOMO-LUMO gap is 9.36 eV. Its energy above the lowest of the compared OMol25 structures with the same formula, charge and spin is 89.2 kJ/mol. For the HOMO energy, the calculation gives -8.866 eV. The calculation puts the strongest force on any atom at 2.7 eV Å⁻¹.

Cartesian coordinates (Å):
C -1.69 2.15 -0.78
S 0.00 1.88 -0.06
S -0.29 1.76 1.95
H -2.07 1.10 -0.97
H -1.53 2.71 -1.83
H -2.24 2.87 -0.06
H -0.56 0.40 1.88
C 1.42 -2.57 0.35
S 1.93 -1.36 -1.04
H 2.40 -2.98 0.74
H 0.77 -2.02 1.02
H 0.92 -3.43 -0.18
H 0.95 -0.52 -1.03

Atom charges from the Mulliken analysis, given in e for atoms 1 to 5: number 1, C, carries -0.65; number 2, S, carries -0.08; number 3, S, carries -0.18; number 4, H, carries 0.25; number 5, H, carries 0.25

---

(6)
2 unconnected molecules or ions with the total composition C2H8S3 in a non-equilibrium geometry. Source: OMol25; level of theory: ωB97M-V/def2-TZVPD.

The calculation puts the total energy at -34708.0518 eV. As for the LUMO energy: 0.29 eV. Its HOMO-LUMO gap is 8.72 eV. Its energy above the lowest of the compared OMol25 structures with the same formula, charge and spin is 129.8 kJ/mol. For the HOMO energy, the calculation gives -8.434 eV. The calculation puts the strongest force on any atom at 5.6 eV Å⁻¹.

Cartesian coordinates (Å):
C -1.72 1.00 0.78
S 0.09 0.83 1.38
S 1.00 1.92 -0.17
H -1.76 0.90 -0.39
H -2.14 0.31 1.41
H -1.80 2.11 1.03
H -0.21 2.44 -0.57
C 0.31 -1.57 -1.95
S -0.27 -2.52 -0.46
H 0.41 -2.41 -2.61
H 1.24 -1.14 -1.82
H -0.42 -0.89 -2.20
H 0.06 -1.56 0.32

Atom charges from the Mulliken analysis, given in e for atoms 1 to 5: number 1, C, carries -0.90; number 2, S, carries -0.05; number 3, S, carries -0.18; number 4, H, carries 0.26; number 5, H, carries 0.37

---

(7)
2 unconnected molecules or ions with the total composition C2H8S3. Source: OMol25; level of theory: ωB97M-V/def2-TZVPD.

The calculation puts the total energy at -34709.2383 eV. As for the LUMO energy: 0.48 eV. Its HOMO-LUMO gap is 8.51 eV. Its energy above the lowest of the compared OMol25 structures with the same formula, charge and spin is 15.4 kJ/mol. For the HOMO energy, the calculation gives -8.027 eV. The calculation puts the strongest force on any atom at 0.7 eV Å⁻¹.

Cartesian coordinates (Å):
C -1.20 1.09 -1.24
S -0.06 -0.31 -1.32
S -0.59 -1.16 0.51
C 0.29 -2.73 0.26
H -2.17 0.81 -1.63
H -1.28 1.43 -0.21
H -0.79 1.90 -1.83
H 1.35 -2.54 0.17
H 0.11 -3.30 1.17
H -0.13 -3.26 -0.58
S 1.13 2.38 1.39
H 1.57 2.40 0.13
H 1.20 1.05 1.46

Atom charges from the Mulliken analysis, given in e for atoms 1 to 5: number 1, C, carries -0.82; number 2, S, carries -0.07; number 3, S, carries -0.06; number 4, C, carries -0.86; number 5, H, carries 0.34

---

(8)
2 unconnected molecules or ions with the total composition C2H9B5Cl2N2O8. Source: OMol25; level of theory: ωB97M-V/def2-TZVPD.

The calculation puts the total energy at -50015.9626 eV. As for the LUMO energy: -0.57 eV. Its HOMO-LUMO gap is 8.78 eV. For the HOMO energy, the calculation gives -9.348 eV. The calculation puts the strongest force on any atom at 1.0 eV Å⁻¹.

Cartesian coordinates (Å):
C 1.87 -3.27 -0.24
O 2.70 -2.17 0.11
B 2.57 -0.95 -0.48
O 3.66 -0.12 -0.40
B 1.14 -0.38 -1.28
O 1.21 0.81 -1.99
B 0.08 1.60 -1.93
O 0.22 2.96 -1.82
N -0.93 3.70 -1.25
O -1.06 3.43 -0.15
O -1.17 1.01 -1.91
B -1.28 -0.21 -1.24
B -2.72 -0.70 -0.42
N -2.91 -0.50 1.01
O -3.77 -1.28 -1.10
O -0.11 -0.98 -1.19
H 1.84 -3.40 -1.33
H 0.85 -3.13 0.13
H 2.30 -4.16 0.21
H 3.44 0.80 -0.24
H -2.55 0.40 1.32
H -2.35 -1.17 1.54
H -3.49 -1.87 -1.81
Cl 0.55 0.76 1.74
C 0.19 1.96 3.01
Cl -1.41 2.69 2.82
H 0.22 1.44 3.96
H 0.93 2.74 2.95

Atom charges from the Mulliken analysis, given in e for atoms 1 to 5: number 1, C, carries -0.55; number 2, O, carries -0.58; number 3, B, carries 1.42; number 4, O, carries -0.61; number 5, B, carries -0.41

---

(9)
A molecular structure, C2H9BORb in a non-equilibrium geometry. Source: OMol25; level of theory: ωB97M-V/def2-TZVPD.

The calculation puts the total energy at -5594.6965 eV. As for the LUMO energy: 0.64 eV. Its HOMO-LUMO gap is 3.35 eV. Its energy above the lowest of the compared OMol25 structures with the same formula, charge and spin is 383.8 kJ/mol. For the HOMO energy, the calculation gives -2.709 eV. The calculation puts the strongest force on any atom at 4.8 eV Å⁻¹. The net charge is -1.

Cartesian coordinates (Å):
Rb 2.97 0.53 -1.98
B 1.31 -3.16 -4.26
H 1.52 -2.15 -4.56
H 1.78 -3.89 -4.91
H 1.72 -3.35 -3.28
H 0.23 -3.28 -4.29
C -1.60 1.54 3.44
C -0.76 2.22 2.36
O -0.66 1.38 1.27
H -2.09 0.59 3.22
H -2.32 2.28 3.77
H -0.95 1.48 4.32
H 0.12 2.67 2.83
H -1.25 3.15 2.07

Atom charges from the Mulliken analysis, given in e for atoms 1 to 5: number 1, Rb, carries 0.88; number 2, B, carries -0.03; number 3, H, carries -0.29; number 4, H, carries -0.20; number 5, H, carries -0.23